Entry 1:
Computed, not measured: an isolated molecule of C17H22N2O5S at a distorted geometry, with the ωB97M-V functional and the def2-TZVPD basis.

Its SMILES is CCCNC(=O)CS(=O)(=O)Cc1nc(-c2cccc(OC)c2)oc1C. The calculation puts the gap between HOMO and LUMO at 8.9 eV. As for the highest occupied orbital energy: -8.235 eV. The LUMO energy is 0.65 eV. The energy above the lowest of the compared OMol25 structures with the same formula, charge and spin comes out at 33.7 kcal/mol. The electronic energy is -42039.038 eV.

Last column: natural (NBO) charge in e.
CARTESIAN COORDINATES (ANGSTROEM)
1 C -7.5674 -0.8860 -0.7621  -0.609
2 C -7.2500 -0.0256 0.4544  -0.397
3 C -5.8504 -0.3062 0.9980  -0.227
4 N -4.8383 0.0479 0.0271  -0.609
5 C -3.8163 -0.7604 -0.2869  0.658
6 O -3.6521 -1.8744 0.1795  -0.640
7 C -2.8456 -0.1488 -1.2724  -0.747
8 S -2.0237 1.2773 -0.4624  2.159
9 O -3.0749 2.1960 -0.0916  -0.971
10 O -1.0081 1.7611 -1.3481  -0.918
11 C -1.2896 0.5865 1.0730  -0.660
12 C 0.0159 -0.0183 0.7674  0.020
13 N 1.1568 0.7334 0.8071  -0.444
14 C 2.1167 -0.0596 0.4321  0.470
15 C 3.5167 0.2826 0.3123  -0.020
16 C 3.9255 1.5936 0.5663  -0.228
17 C 5.2600 1.9170 0.4498  -0.183
18 C 6.1995 0.9629 0.0855  -0.304
19 C 5.7964 -0.3443 -0.1693  0.310
20 O 6.6266 -1.3602 -0.5326  -0.492
21 C 8.0006 -1.0909 -0.6722  -0.252
22 C 4.4488 -0.6791 -0.0535  -0.246
23 O 1.6815 -1.3070 0.1494  -0.405
24 C 0.3424 -1.2869 0.3582  0.292
25 C -0.4253 -2.5408 0.1655  -0.684
26 H -8.5669 -0.6706 -1.1312  0.212
27 H -6.8556 -0.6933 -1.5610  0.205
28 H -7.5137 -1.9411 -0.5048  0.206
29 H -7.3234 1.0312 0.1890  0.196
30 H -7.9743 -0.2243 1.2458  0.208
31 H -5.7269 -1.3707 1.2109  0.228
32 H -5.6887 0.2618 1.9213  0.196
33 H -4.7715 1.0219 -0.2412  0.427
34 H -2.0730 -0.8522 -1.5642  0.263
35 H -3.3428 0.2623 -2.1467  0.267
36 H -2.0169 -0.1219 1.4570  0.259
37 H -1.1750 1.4360 1.7406  0.276
38 H 3.1845 2.3244 0.8433  0.238
39 H 5.5877 2.9277 0.6422  0.216
40 H 7.2357 1.2505 0.0032  0.219
41 H 8.4428 -0.7539 0.2709  0.176
42 H 8.4568 -2.0351 -0.9653  0.201
43 H 8.1873 -0.3432 -1.4498  0.177
44 H 4.1462 -1.6944 -0.2533  0.231
45 H -1.4855 -2.3855 0.3447  0.265
46 H -0.0604 -3.3058 0.8506  0.232
47 H -0.2826 -2.9148 -0.8481  0.228

Entry 2:
Computed, not measured: an isolated molecule of H12N2Si4 at a distorted geometry, with the ωB97M-V functional and the def2-TZVPD basis.

The calculation puts the gap between HOMO and LUMO (alpha / beta) at 5.1 / 6.5 eV. Its expectation value of S² is 2.01. As for the highest occupied orbital energy (alpha / beta): -4.696 / -8.861 eV. The LUMO energy (alpha / beta) is 0.44 / -2.41 eV. The energy above the lowest of the compared OMol25 structures with the same formula, charge and spin comes out at 72.6 kcal/mol. As for the multiplicity: 3. The electronic energy is -34677.995 eV.

Last column: Löwdin spin population.
CARTESIAN COORDINATES (ANGSTROEM)
1 N -0.0701 0.3251 -0.9818  0.439
2 N 0.2225 -0.2547 0.5295  0.908
3 Si -1.4076 1.3587 -0.6838  0.063
4 Si 0.9358 -0.5358 -2.0296  0.096
5 Si -0.6122 -1.7463 1.0381  0.160
6 Si 1.1294 0.8452 1.5605  0.129
7 H -1.9339 1.4390 -2.1470  0.025
8 H -2.4396 0.7103 0.1129  0.002
9 H -0.9725 2.4591 0.0841  -0.001
10 H 1.8816 -1.0747 -1.0667  0.013
11 H 0.6125 -1.7514 -2.8332  0.000
12 H 0.9420 0.4538 -3.1092  0.024
13 H 0.4452 -2.2213 1.9344  0.022
14 H -1.0407 -2.1096 -0.1953  0.009
15 H -1.6220 -1.0734 2.0518  0.052
16 H 0.1479 1.8346 2.1540  0.024
17 H 1.5544 -0.1059 2.6977  0.027
18 H 2.2274 1.4473 0.8837  0.008

Entry 3:
Computed, not measured: a cluster of 2 separate species, C12H27NO5P in total at a distorted geometry, with the ωB97M-V functional and the def2-TZVPD basis.

The calculation puts the gap between HOMO and LUMO at 8.3 eV. Its charge is +1. As for the highest occupied orbital energy: -12.467 eV. The LUMO energy is -4.13 eV. The energy above the lowest of the compared OMol25 structures with the same formula, charge and spin comes out at 0.0 kcal/mol. The electronic energy is -33893.143 eV.

Last column: natural (NBO) charge in e.
CARTESIAN COORDINATES (ANGSTROEM)
1 C -0.8842 5.0541 -3.5378  -0.259
2 O -1.0710 4.4922 -2.2455  -0.541
3 C -1.9875 3.4193 -2.1881  -0.059
4 C -1.2670 2.0549 -2.3689  -0.335
5 C 0.1167 2.3378 -1.8608  0.325
6 N 0.9871 1.9131 -2.6891  -0.418
7 C 0.4270 1.2115 -3.8620  -0.227
8 C -1.0748 1.5285 -3.8024  -0.419
9 H -0.0130 5.7019 -3.4826  0.212
10 H -1.7353 5.6610 -3.8495  0.200
11 H -0.6854 4.2998 -4.3017  0.154
12 H -2.3877 3.4200 -1.1738  0.210
13 H -2.8361 3.5357 -2.8645  0.207
14 H -1.7411 1.3471 -1.6830  0.268
15 H 0.2689 2.8450 -0.9197  0.264
16 H 1.9729 2.0649 -2.5024  0.446
17 H 0.9887 1.4727 -4.7544  0.243
18 H 0.6448 0.1607 -3.6591  0.231
19 H -1.6090 0.6165 -4.0418  0.260
20 H -1.3113 2.3182 -4.5076  0.235
21 O 1.7986 -1.9659 3.4562  -1.054
22 P 0.5472 -2.0772 2.7029  2.524
23 O -0.6601 -2.5797 3.6012  -0.797
24 C -1.0931 -1.7925 4.7257  -0.071
25 C -1.9322 -0.6008 4.3079  -0.635
26 O 0.7042 -3.3627 1.7401  -0.833
27 C 1.9746 -3.9918 1.5329  -0.061
28 C 2.1102 -5.2298 2.3905  -0.631
29 O -0.2611 -1.1967 1.6212  -0.777
30 C 0.4466 -0.2436 0.8233  -0.062
31 C 1.3189 -0.9155 -0.2243  -0.640
32 H -0.2244 -1.4737 5.3062  0.192
33 H -1.6800 -2.4620 5.3506  0.199
34 H -1.3359 0.1298 3.7573  0.196
35 H -2.3488 -0.1058 5.1846  0.225
36 H -2.7469 -0.9162 3.6562  0.218
37 H 2.7905 -3.2940 1.7237  0.187
38 H 2.0174 -4.2631 0.4757  0.174
39 H 1.9437 -4.9940 3.4412  0.222
40 H 3.1031 -5.6670 2.2820  0.217
41 H 1.3675 -5.9742 2.1022  0.213
42 H 1.0441 0.4118 1.4629  0.190
43 H -0.3174 0.3718 0.3409  0.159
44 H 2.1712 -1.4180 0.2330  0.236
45 H 1.7098 -0.1768 -0.9285  0.180
46 H 0.7495 -1.6674 -0.7708  0.230

Entry 4:
Computed, not measured: a structure of composition C19H11Cl4MnN4O2S, with the ωB97M-V functional and the def2-TZVPD basis.

The calculation puts the gap between HOMO and LUMO (alpha / beta) at 5.8 / 6.6 eV. Its expectation value of S² is 8.88. Its charge is -1. As for the highest occupied orbital energy (alpha / beta): -4.303 / -4.855 eV. The LUMO energy (alpha / beta) is 1.52 / 1.75 eV. As for the multiplicity: 6. The electronic energy is -122184.301 eV.

Last column: Löwdin spin population.
CARTESIAN COORDINATES (ANGSTROEM)
1 Mn -0.7274 -0.1725 0.5362  3.892
2 S -0.9026 0.1974 2.7534  -0.041
3 C -0.5367 1.9268 2.6422  -0.008
4 N -0.4989 2.5649 3.8038  0.305
5 N -0.3320 3.9278 3.7461  0.078
6 C -1.0883 4.8672 3.0448  0.011
7 C -0.6711 6.1997 3.1142  0.007
8 C -1.3823 7.2003 2.4735  0.001
9 C -2.5253 6.8966 1.7456  0.009
10 C -2.9471 5.5742 1.6901  0.001
11 C -2.2490 4.5620 2.3301  0.011
12 N -0.2876 2.5421 1.4819  0.285
13 N -0.3924 1.7680 0.4075  0.196
14 C -0.1860 2.4241 -0.8177  0.007
15 C 0.0890 1.6615 -1.9553  0.038
16 C 0.2459 2.2713 -3.1899  -0.002
17 C 0.1431 3.6509 -3.3161  0.039
18 C -0.1157 4.4081 -2.1802  -0.002
19 C -0.2790 3.8135 -0.9388  0.033
20 H 0.0463 4.2735 4.6089  0.001
21 H 0.2360 6.4383 3.6586  0.001
22 H -1.0266 8.2219 2.5373  0.000
23 H -3.0753 7.6740 1.2315  0.001
24 H -3.8404 5.3170 1.1330  0.000
25 H -2.6008 3.5432 2.2709  0.002
26 H 0.2318 0.5894 -1.8832  0.004
27 H 0.4652 1.6570 -4.0547  -0.001
28 H 0.2668 4.1272 -4.2802  0.003
29 H -0.1982 5.4863 -2.2578  -0.001
30 H -0.4921 4.4097 -0.0625  0.003
31 Cl -0.6978 -6.7830 -0.2906  0.000
32 C -0.2414 -5.1125 -0.3151  0.002
33 C 1.0129 -4.7270 -0.7677  0.002
34 Cl 2.1459 -5.9236 -1.3052  0.000
35 C 1.3750 -3.3775 -0.7899  0.003
36 Cl 2.9235 -2.8550 -1.3535  0.001
37 C 0.4835 -2.4040 -0.3500  0.009
38 O 0.7385 -1.1094 -0.3250  0.064
39 C -0.7868 -2.8071 0.1001  0.010
40 O -1.6276 -1.8074 0.4387  0.038
41 C -1.1503 -4.1401 0.1205  0.001
42 Cl -2.7334 -4.5575 0.6691  0.000

> Which formula does entry 4 have?

C19H11Cl4MnN4O2S

> Number 1 is which compound?

C17H22N2O5S

> What is the electronic energy in the first record?

-42039.038 eV